ORCA calculation (the ωB97M-V functional and the def2-TZVPD basis) on 3 unconnected molecules or ions with the total composition C17H24F16N6O5P at a distorted geometry.

E_LUMO: -4.6 eV
net charge: +1
highest occupied orbital energy: -11.81 eV
Kohn-Sham gap: 7.20 eV

Last column: natural (NBO) charge in e.
CARTESIAN COORDINATES (ANGSTROEM)
N1 -0.9352 -3.9587 3.1422  -1.260
P1 -0.5425 -4.3657 1.6895  1.345
C1 -0.2303 -2.9259 0.5759  -0.404
N2 0.4936 -3.2627 -0.6889  -0.606
C2 0.7160 -2.1556 -1.4923  0.722
N3 1.6359 -2.2269 -2.4902  -0.802
N4 0.1067 -0.9813 -1.3052  -0.543
C3 -0.9776 -0.7690 -0.3093  -0.058
C4 -2.0605 0.1195 -0.8962  -0.415
C5 -1.7289 1.6031 -1.1610  -0.522
C6 -0.8445 2.2789 -0.1324  0.680
N5 0.5571 2.1521 -0.2555  -0.836
O1 -1.3200 2.9495 0.7451  -0.533
C7 -1.4899 -2.1304 0.1667  0.069
O2 -2.4262 -1.9806 1.1838  -0.448
N6 -3.7540 -2.4677 0.7401  0.400
O3 -4.5368 -2.2474 1.5336  -0.149
H1 -1.0043 -2.9586 3.2800  0.385
H2 0.6287 -5.1217 1.6548  -0.026
H3 -1.4995 -5.1476 1.0042  -0.077
H4 0.4236 -2.2427 1.1231  0.237
H5 -0.0821 -3.9041 -1.2402  0.415
H6 2.2798 -1.4611 -2.5915  0.436
H7 1.6571 -3.0073 -3.1244  0.436
H8 -0.0354 -0.4974 -2.1843  0.438
H9 -0.5401 -0.2853 0.5688  0.220
H10 -2.9481 0.0559 -0.2705  0.257
H11 -2.3434 -0.3252 -1.8588  0.214
H12 -2.6744 2.1438 -1.1283  0.269
H13 -1.3264 1.7689 -2.1642  0.218
H14 0.8293 1.8058 -1.1663  0.357
H15 0.9765 1.5713 0.4594  0.392
H16 -1.9569 -2.6668 -0.6750  0.188
C8 4.8274 -5.0586 -1.1652  -0.128
C9 3.9522 -5.3560 0.0625  0.597
C10 3.6450 -4.2162 1.0408  0.530
F1 4.7472 -3.7154 1.6095  -0.306
F2 2.8484 -4.7118 2.0216  -0.325
F3 4.4261 -6.4170 0.7295  -0.293
F4 2.7184 -5.6964 -0.4426  -0.347
O4 6.1954 -5.3848 -1.1191  -0.504
C11 7.1478 -4.5305 -0.6229  0.849
C12 7.8415 -5.0914 0.6264  0.502
F5 6.9346 -5.3915 1.5752  -0.320
F6 8.6743 -4.1464 1.1040  -0.313
F7 6.6456 -3.2980 -0.4060  -0.324
F8 8.1014 -4.4119 -1.5653  -0.312
H17 4.4313 -5.7215 -1.9341  0.230
H18 4.6698 -4.0378 -1.5199  0.193
H19 3.1088 -3.4119 0.5269  0.117
H20 8.4070 -5.9879 0.3665  0.158
C13 -5.3995 6.7031 -0.1774  -0.133
C14 -5.5446 7.4332 1.1666  0.595
C15 -5.0342 8.8746 1.2733  0.521
F9 -3.7112 8.9482 1.0360  -0.321
F10 -5.2648 9.3147 2.5279  -0.316
F11 -5.0240 6.6799 2.1565  -0.308
F12 -6.8892 7.5279 1.3822  -0.328
O5 -4.3104 5.8095 -0.3471  -0.512
C16 -3.0800 6.2013 -0.7851  0.852
C17 -1.9859 5.9708 0.2631  0.486
F13 -2.2674 6.6085 1.4122  -0.314
F14 -0.8185 6.4590 -0.2244  -0.327
F15 -3.0778 7.4534 -1.2637  -0.311
F16 -2.7556 5.3781 -1.8247  -0.342
H21 -6.2696 6.0503 -0.2170  0.229
H22 -5.4891 7.3934 -1.0164  0.210
H23 -5.5661 9.5195 0.5687  0.142
H24 -1.8816 4.9006 0.4484  0.174

Forces on the atoms, in the same order (eV/Å):
0.22 0.08 -0.70
-0.31 0.33 1.65
-0.20 0.09 -0.82
-0.78 0.67 0.00
0.31 0.34 -0.30
-0.88 0.11 0.46
-0.05 -1.04 0.02
-0.13 0.30 0.52
0.09 -0.16 -0.68
-0.21 0.32 -0.13
0.21 0.39 0.17
-0.36 -0.69 -0.57
-0.03 -0.52 0.34
0.23 -0.32 -0.36
0.40 0.38 0.29
-0.02 -0.17 -0.35
-0.25 0.01 0.28
-0.24 -0.06 0.28
0.02 -0.21 -0.57
0.17 0.02 -0.37
0.11 -0.27 0.27
0.58 -0.58 0.09
-0.22 0.18 -0.53
0.48 -0.28 0.27
0.50 0.45 0.20
0.02 0.04 -0.03
0.16 0.01 0.22
-0.19 0.00 0.06
0.04 0.02 -0.12
0.16 -0.15 0.01
0.07 -0.05 0.04
0.17 0.56 0.35
-0.10 0.06 0.03
-0.08 0.12 -0.61
0.39 -0.20 0.14
-0.10 -0.02 0.06
0.16 -0.03 -0.04
0.06 0.12 -0.04
-0.03 0.03 0.00
-0.09 0.07 -0.09
-0.09 -0.24 0.56
-0.06 0.08 -0.27
0.09 -0.05 0.01
-0.09 0.06 0.02
0.01 0.00 0.03
-0.08 -0.02 0.12
0.04 0.07 -0.07
0.00 -0.03 0.02
-0.01 0.08 0.20
-0.01 -0.01 -0.03
0.00 0.00 -0.01
-0.32 -0.11 -0.47
0.26 -0.26 0.12
-0.15 0.10 0.02
0.11 -0.11 -0.07
0.02 0.00 0.00
0.02 0.05 -0.03
-0.08 0.03 -0.05
0.14 0.09 0.55
-0.22 0.01 -0.18
0.13 -0.09 0.05
-0.07 0.09 -0.04
0.00 -0.02 -0.02
-0.01 0.07 0.09
0.03 -0.02 -0.10
0.00 0.00 0.02
0.15 0.14 0.09
0.01 -0.01 -0.01
-0.05 0.19 0.07



ORCA calculation (the ωB97M-V functional and the def2-TZVPD basis) on 2 unconnected molecules or ions with the total composition C3H11NO2 at a distorted geometry.

E_LUMO (alpha / beta): -3.6 / -9.0 eV
<S²>: 0.7544
net charge: +1
relative energy (zero: lowest compared OMol25 entry of this formula, charge and spin): 197.9 kJ/mol
highest occupied orbital energy (alpha / beta): -13.39 / -13.39 eV
multiplicity: 2
Kohn-Sham gap (alpha / beta): 9.81 / 4.40 eV

Last column: natural (NBO) charge in e.
CARTESIAN COORDINATES (ANGSTROEM)
C1 -0.7506 -0.3057 -0.6674  -0.484
N1 -0.0559 -1.4168 -0.0452  -0.088
C2 1.3128 -1.1311 0.3618  -0.322
C3 1.7553 -1.8863 1.6672  -0.063
O1 3.0896 -1.6540 2.1199  -0.610
H1 -0.6603 -0.2296 -1.7376  0.283
H2 -0.2842 0.6173 -0.3325  0.241
H3 -1.8021 -0.2895 -0.3736  0.280
H4 -0.0831 -2.2468 -0.6312  0.416
H5 2.0580 -1.3076 -0.4178  0.267
H6 1.4216 -0.0669 0.6369  0.242
H7 1.0841 -1.5701 2.4519  0.204
H8 1.3873 -2.9102 1.4694  0.172
H9 3.4226 -1.7354 1.2114  0.461
H10 -5.0958 4.6719 -2.4604  0.467
H11 -3.7378 4.9885 -3.1070  0.464
O2 -4.5097 5.3938 -2.7039  -0.931

Forces on the atoms, in the same order (eV/Å):
-0.43 1.14 1.69
2.56 1.19 -2.52
0.41 1.64 2.09
-1.88 -0.76 1.13
-2.00 -0.47 -2.77
0.00 -0.94 -0.74
-0.19 0.00 0.38
-0.10 -0.21 -0.21
-0.67 -0.82 0.62
-0.37 -0.59 -0.53
-0.44 -0.31 -0.46
-0.14 0.40 0.29
1.24 -0.32 0.29
2.00 0.04 0.74
0.01 -0.02 -0.06
-0.04 -0.05 -0.04
0.02 0.08 0.09



ORCA calculation (the ωB97M-V functional and the def2-TZVPD basis) on a single C5H10O molecule at a distorted geometry.

E_LUMO: 1.1 eV
net charge: 0
structure (SMILES): C/C=C/COC
relative energy (zero: lowest compared OMol25 entry of this formula, charge and spin): 292.3 kJ/mol
highest occupied orbital energy: -9.09 eV
Kohn-Sham gap: 10.18 eV

Last column: natural (NBO) charge in e.
CARTESIAN COORDINATES (ANGSTROEM)
C1 3.1224 -0.3629 -0.0387  -0.639
C2 1.8491 0.4462 -0.1817  -0.206
C3 0.6641 -0.1537 0.0631  -0.200
C4 -0.6536 0.5924 0.1901  -0.097
O1 -1.6404 -0.4253 0.2124  -0.572
C5 -3.0123 -0.1139 -0.2434  -0.273
H1 3.4655 -0.4610 1.0916  0.222
H2 3.1726 -1.3447 -0.5141  0.223
H3 3.9962 0.3055 -0.6564  0.198
H4 1.9511 1.5733 -0.1181  0.203
H5 0.4826 -1.2346 0.0897  0.219
H6 -0.7633 1.0540 1.2367  0.173
H7 -0.8840 1.4004 -0.5680  0.180
H8 -3.4471 -1.2393 -0.4754  0.205
H9 -3.6960 0.3330 0.6437  0.180
H10 -2.9720 0.5674 -1.1656  0.185

Forces on the atoms, in the same order (eV/Å):
3.32 2.44 -0.37
-0.73 -0.70 1.82
0.03 1.58 -1.12
-0.89 0.63 1.62
-2.11 -0.03 -1.17
-0.20 -1.71 1.02
-0.64 0.31 -2.37
-0.50 0.10 0.17
-2.02 -1.96 1.94
-0.25 -1.47 -0.38
0.56 0.33 0.12
0.64 -0.01 -1.35
0.48 -0.92 0.53
0.91 3.17 0.30
1.68 -0.75 -2.07
-0.29 -1.04 1.33



ORCA calculation (the ωB97M-V functional and the def2-TZVPD basis) on a molecular structure, NO19S4Sr4 at a distorted geometry.

E_LUMO: -2.8 eV
net charge: -1
highest occupied orbital energy: -4.37 eV
Kohn-Sham gap: 1.58 eV

Last column: natural (NBO) charge in e.
CARTESIAN COORDINATES (ANGSTROEM)
Sr1 0.9948 3.9374 -3.7418  1.091
Sr2 5.3140 3.6732 1.9576  0.891
Sr3 -0.3154 -2.1164 3.1270  1.941
Sr4 -3.3796 2.0306 1.4627  1.893
N1 0.7429 2.0111 0.3194  0.741
O1 -0.0166 1.6003 1.1680  -0.662
O2 0.3612 1.6723 -0.7316  -0.501
O3 1.5572 2.8281 0.6433  -0.571
S1 -2.5593 0.6401 5.6346  2.651
O4 -3.5017 -0.1286 6.4971  -1.111
O5 -1.2550 0.3677 6.0671  -1.142
O6 -2.6327 0.1667 4.3502  -1.221
O7 -2.8722 2.0519 5.6921  -1.120
S2 -3.2326 -1.9613 -0.8867  2.554
O8 -2.5791 -1.7841 0.4079  -1.177
O9 -3.7007 -0.5486 -1.0710  -1.128
O10 -2.3137 -2.3309 -1.9884  -0.951
O11 -4.4762 -2.7764 -0.8261  -0.994
S3 0.9169 -0.3530 -6.3537  2.569
O12 2.0348 -0.0431 -7.1292  -0.939
O13 0.5520 -1.6338 -5.8827  -0.792
O14 1.0186 0.5229 -5.1581  -0.944
O15 -0.2494 0.0276 -7.1717  -0.821
S4 3.8627 -1.5756 0.7364  2.568
O16 2.3860 -1.5116 0.6895  -1.073
O17 4.4909 -1.8214 -0.5810  -0.817
O18 4.5103 -0.3508 1.1902  -0.961
O19 4.3420 -2.5942 1.5792  -0.973

Forces on the atoms, in the same order (eV/Å):
0.01 -1.73 0.01
-0.56 -0.85 -0.25
-0.96 1.68 -1.11
1.34 -2.68 0.43
-2.93 0.37 2.39
-2.84 -1.65 6.36
1.25 -0.13 -8.33
3.88 2.27 -0.51
-4.09 1.03 9.11
-0.10 0.35 -0.56
6.37 -0.92 1.80
-1.00 -3.41 -12.04
-0.51 2.50 -0.77
-1.57 0.74 -1.84
2.29 -1.48 3.43
-0.81 2.42 -0.88
-0.86 -0.08 1.35
1.48 -0.13 0.13
-3.19 3.09 0.83
4.13 -0.42 -2.49
0.48 -3.12 0.92
-0.27 1.08 1.57
-1.07 0.56 -0.50
-0.98 0.47 -2.14
0.18 0.28 0.49
-0.53 0.38 -0.78
0.24 3.07 0.36
0.63 -3.67 3.07